ORCA calculation (ωB97M-V with the def2-TZVPD basis set) on a molecular structure, C19H30BF4I2NOSSi2SnTe.

Values from the calculation:
Multiplicity = 1
Calculated total energy = -91200.6515 eV
Molar mass = 963.6 g mol⁻¹
LUMO energy = 4.06 eV
Frontier orbital gap = 5.1 eV
HOMO energy = -1.00 eV
Charge = -2

Cartesian coordinates (Å):
1 Sn 1.44 -0.30 0.77
2 I 0.94 -1.85 3.25
3 C 2.57 0.95 2.28
4 I 3.35 2.88 1.74
5 H 3.43 0.38 2.61
6 H 1.94 1.12 3.15
7 C -3.08 0.24 2.18
8 Si -2.73 0.93 0.46
9 C -2.93 -0.43 -0.81
10 C -3.84 2.43 0.02
11 C -5.19 2.61 -0.27
12 C -5.66 3.85 -0.68
13 C -4.78 4.92 -0.81
14 C -3.43 4.76 -0.52
15 C -2.95 3.51 -0.11
16 Si -1.27 2.79 0.44
17 C -0.90 3.39 2.19
18 C 0.15 3.23 -0.69
19 H -4.07 -0.23 2.20
20 H -3.04 1.01 2.95
21 H -2.34 -0.53 2.42
22 H -3.96 -0.39 -1.18
23 H -2.75 -1.41 -0.36
24 H -2.24 -0.35 -1.64
25 H -5.89 1.78 -0.18
26 H -6.71 3.99 -0.91
27 H -5.15 5.88 -1.14
28 H -2.75 5.60 -0.63
29 H -0.80 4.48 2.20
30 H 0.05 2.98 2.56
31 H -1.69 3.11 2.88
32 H 0.09 4.30 -0.91
33 H 0.12 2.67 -1.62
34 H 1.12 3.05 -0.22
35 Te -0.10 -3.15 -1.19
36 C -0.37 -5.19 -0.73
37 C -0.80 -6.23 -1.53
38 C -0.87 -7.48 -0.87
39 C -0.49 -7.41 0.44
40 S -0.05 -5.79 0.85
41 H -1.06 -6.08 -2.57
42 H -1.18 -8.40 -1.35
43 H -0.45 -8.21 1.16
44 C -2.03 1.27 -4.02
45 N -0.90 0.42 -4.35
46 C -0.80 -0.01 -5.72
47 C 0.01 0.09 -3.38
48 C 1.23 -0.69 -3.80
49 O -0.16 0.41 -2.22
50 H -2.04 2.15 -4.67
51 H -1.94 1.58 -2.99
52 H -2.97 0.73 -4.15
53 H -1.80 -0.28 -6.09
54 H -0.17 -0.89 -5.81
55 H -0.41 0.77 -6.38
56 H 1.68 -0.31 -4.72
57 H 0.97 -1.74 -3.93
58 H 1.96 -0.63 -3.00
59 F 4.22 -0.77 -2.07
60 B 4.12 -0.07 -0.88
61 F 3.24 1.02 -1.02
62 F 5.35 0.32 -0.40
63 F 3.49 -0.94 0.12